[1]
ORCA calculation (ωB97M-V/def2-TZVPD) on C4H6CsO2 as an isolated structure.

Last column: Löwdin charge in e.
Element x y z (Å)
Cs 7.324 -1.003 4.143  1.00
O 1.787 0.370 0.787  0.07
C 0.676 0.171 0.285  -0.42
O 0.316 -1.112 -0.095  0.01
C -0.992 -1.152 -0.642  -0.16
C -1.257 0.311 -0.962  -0.18
C -0.467 1.137 0.024  -0.07
H -1.655 -1.438 0.175  0.13
H -1.158 -1.834 -1.476  0.13
H -2.313 0.578 -0.932  0.12
H -1.088 0.609 -1.996  0.12
H -0.957 1.219 0.994  0.13
H -0.216 2.145 -0.305  0.13

The LUMO energy comes out at -4.0 eV. Its charge is +1. The spin multiplicity is 1.


[2]
ORCA calculation (ωB97M-V/def2-TZVPD) on C4H6CuO3 as an isolated structure.

Last column: Löwdin charge in e.
Element x y z (Å)
H 2.929 -1.117 1.062  0.12
O 0.449 -0.596 0.023  0.09
C -0.575 0.335 -0.037  -0.54
O -0.373 1.528 -0.050  0.09
Cu 1.585 2.106 0.024  0.81
O -1.686 -0.297 -0.051  0.07
C -2.916 0.457 -0.006  0.03
H -2.905 1.120 0.865  0.11
H -3.019 1.027 -0.936  0.11
H -3.706 -0.292 0.082  0.11
C 1.676 -0.125 0.026  -0.17
C 2.670 -1.174 -0.052  -0.05
H 2.302 -2.153 -0.379  0.11
H 3.570 -0.819 -0.570  0.09

The expectation value of S² is 2.0174. The LUMO energy (alpha / beta) comes out at -5.3 / -7.1 eV. Its charge is +1. The spin multiplicity is 3.


What are the molar mass values for these records? In order: 219.0, 165.6 g/mol.
What are the ΔE to the lowest compared entry with this formula, charge and spin values for these records? In order: 26.6, 0.0 kcal/mol.